# 1
Computed, not measured: a structure of composition C28H51F2N3O2PdSSbSi3, with ωB97M-V with the def2-TZVPD basis set.

```
! wB97M-V def2-TZVPD RIJCOSX def2/J DEFGRID3
* xyz 3 5
Sb -0.243 1.378 1.421
Pd -0.474 -0.473 -0.661
S 0.712 0.830 -2.451
Si -2.213 2.703 2.673
Si 1.146 -0.121 3.752
Si 2.029 2.866 0.857
F 0.743 -4.883 2.027
F 4.229 -3.218 -0.567
O -2.479 0.864 -1.434
O -1.680 -1.635 -2.298
N 1.753 -1.272 -3.795
N 1.535 0.703 -4.937
N -1.693 -1.712 0.810
C -3.521 1.432 3.039
C 1.383 0.000 -3.825
C 2.524 -0.924 2.837
C -1.425 3.403 4.207
C 2.354 -1.970 -4.943
C 2.494 -4.092 0.728
C 3.091 -0.958 -5.801
C 1.171 3.970 -0.366
C -3.806 -2.537 1.536
C 2.962 -3.150 -0.166
C -2.614 -0.885 -3.077
C -1.894 -3.982 1.487
C -3.242 -3.786 1.746
C -2.990 -1.529 1.059
C 2.524 3.724 2.426
C 0.843 -2.049 -0.220
C -2.674 3.969 1.394
C -2.393 2.159 -2.032
C 1.175 -3.991 1.129
C -1.100 -2.719 -3.026
C -1.130 -2.919 1.014
C -0.362 -1.108 4.134
C 2.148 0.174 -6.165
C 2.162 -2.120 -0.646
C -3.379 -0.008 -2.124
C 3.258 1.647 0.191
C 1.573 1.210 4.941
C 0.308 -3.002 0.664
H -1.594 2.702 -1.529
H -3.846 -4.609 2.105
H -2.071 -0.295 -3.823
H -1.434 2.680 5.025
H 1.703 3.904 3.121
H 2.327 1.903 4.574
H -4.854 -2.348 1.726
H -4.143 0.566 -2.651
H 1.946 4.620 -0.792
H 2.791 0.717 -0.133
H -1.857 4.657 1.173
H 3.459 -0.381 2.976
H 2.644 -1.935 3.242
H 2.604 -1.382 -1.305
H 2.325 -1.033 1.769
H -3.372 -0.533 0.870
H 3.949 -0.566 -5.253
H -2.148 2.091 -3.093
H -0.386 -3.210 -2.369
H -1.446 -4.951 1.637
H -0.025 -1.937 4.772
H 2.012 0.681 5.800
H 2.913 4.707 2.140
H -0.839 -1.548 3.258
H 1.359 -0.169 -6.836
H -4.228 1.334 2.214
H 4.025 1.427 0.935
H 1.559 -1.788 -2.952
H 3.028 -2.729 -4.552
H 2.675 0.991 -6.653
H -3.869 -0.627 -1.373
H -3.505 4.568 1.779
H 0.430 4.614 0.108
H 0.715 3.423 -1.191
H 3.749 2.079 -0.684
H 1.230 1.663 -4.907
H -2.027 4.259 4.528
H -3.296 -1.566 -3.591
H -0.407 3.766 4.064
H -0.593 -2.348 -3.921
H 3.322 3.194 2.945
H -3.109 0.448 3.264
H -1.879 -3.425 -3.316
H -1.093 -0.528 4.698
H -3.339 2.691 -1.909
H 1.570 -2.472 -5.514
H 0.710 1.762 5.309
H 3.463 -1.436 -6.704
H -3.006 3.502 0.466
H 3.130 -4.883 1.101
H -4.083 1.759 3.918
*
```

Properties
Kohn-Sham gap (alpha / beta) = 7.2 / 4.8 eV
energy above the lowest of the compared OMol25 structures with the same formula, charge and spin = 28.7 kJ/mol
⟨S²⟩ = 6.014

# 2
Computed, not measured: a cluster of 7 separate species, C28H51F4IO24P2 in total in a non-equilibrium geometry, with ωB97M-V with the def2-TZVPD basis set.

```
! wB97M-V def2-TZVPD RIJCOSX def2/J DEFGRID3
* xyz 0 1
I -0.445 -6.374 -1.094
P -1.167 -2.336 2.733
P 0.766 -2.648 1.567
F 2.380 -4.278 0.011
F 3.573 -1.216 -0.625
F 3.520 -2.890 1.247
F 2.812 -2.837 -1.856
O -4.704 1.131 -1.473
O -9.149 3.620 -1.169
O 8.033 3.962 3.785
O -2.139 -1.263 1.872
O -1.109 -5.292 1.479
O 3.500 1.782 -3.593
O -3.222 2.122 -0.078
O 4.107 -4.574 3.731
O 2.067 2.812 -4.842
O 8.319 1.865 4.588
O -0.834 -1.481 4.164
O 3.721 -6.342 2.462
O 7.052 2.324 2.769
O -10.442 4.375 -2.865
O 6.439 -9.843 3.797
O -9.283 8.077 -5.432
O 8.645 -9.707 3.302
O 7.232 -8.696 2.015
O 1.312 1.670 -3.038
O -10.371 5.521 -1.034
O -8.121 6.135 -5.444
O 3.439 -0.096 2.001
O -7.801 7.770 -6.976
O -2.599 1.038 -1.965
C -8.376 7.218 -5.904
C 7.345 -9.453 3.106
C 3.286 -5.384 2.982
C 7.849 2.638 3.795
C 2.206 2.052 -3.756
C -6.802 6.956 -7.589
C 3.769 0.966 -2.452
C 0.717 3.178 -5.135
C -3.482 1.494 -1.071
C 2.547 -2.078 -0.748
C -5.757 1.556 -0.605
C 1.014 -0.786 1.632
C 2.637 1.133 2.546
C -9.881 5.705 0.294
C 6.766 0.929 2.654
C 8.917 -10.515 4.446
C -0.335 -3.407 0.212
C -0.712 -4.880 0.480
C -10.035 3.246 -3.640
C 1.768 -5.101 2.849
C 5.886 -8.341 1.679
C 2.218 -0.405 2.629
C -9.910 4.423 -1.642
C -9.980 7.611 -4.275
C -1.238 1.354 -1.660
C 1.368 -3.611 3.056
C 2.340 -2.998 0.531
C 8.872 4.444 4.835
H -7.233 6.021 -7.946
H 2.234 -0.872 3.637
H 0.122 -1.457 4.324
H -10.686 8.386 -3.983
H -6.695 1.206 -1.031
H -5.640 1.117 0.386
H 3.500 1.397 3.180
H 6.115 0.795 1.794
H -10.322 6.621 0.680
H 3.454 1.468 -1.537
H 0.292 3.764 -4.320
H 5.431 -7.761 2.475
H 0.166 -3.407 -0.778
H 2.700 1.610 1.559
H 8.581 -10.019 5.356
H 9.871 4.016 4.756
H 9.995 -10.651 4.499
H -10.343 2.318 -3.159
H 3.277 0.003 -2.550
H -0.621 0.937 -2.445
H 0.656 -3.588 3.903
H 5.296 -9.233 1.469
H 4.843 0.804 -2.407
H -6.412 7.508 -8.441
H -8.796 5.812 0.293
H -10.531 3.321 -4.605
H 8.446 -11.493 4.347
H -1.276 -2.847 0.062
H -10.535 6.702 -4.500
H 0.735 3.791 -6.033
H -10.182 4.876 0.934
H -8.958 3.258 -3.800
H 1.207 -0.240 0.694
H 1.469 -5.588 1.913
H -1.089 2.432 -1.636
H 1.619 -1.529 -1.008
H 1.309 -5.707 3.658
H 7.681 0.361 2.488
H 0.204 -0.228 2.140
H 5.922 -7.729 0.781
H 4.706 -4.107 3.124
H -3.038 -1.615 1.844
H 8.436 4.222 5.809
H -9.288 7.443 -3.450
H 8.945 5.523 4.722
H 0.111 2.293 -5.327
H 6.247 0.568 3.542
H -5.789 2.642 -0.541
H -0.945 0.904 -0.709
H -5.985 6.761 -6.895
H 2.268 -3.085 3.441
*
```

Properties
Kohn-Sham gap = 7.6 eV
SMILES string = O=C(O)CCP(CC(=O)I)(C[C@@H]1CO1)(P(O)O)C(F)(F)C(F)F.COC(=O)OC.COC(=O)OC.COC(=O)OC.COC(=O)OC.COC(=O)OC.COC(=O)OC

# 3
Computed, not measured: a structure of composition C28H52BClF7N3O16P3S2 in a non-equilibrium geometry, with ωB97M-V with the def2-TZVPD basis set.

```
! wB97M-V def2-TZVPD RIJCOSX def2/J DEFGRID3
* xyz 1 1
Cl -7.558 -1.864 0.003
S -0.894 1.147 1.427
S -4.481 1.843 -2.603
P -2.278 -0.838 -2.209
P -1.534 -1.994 0.303
P -0.248 -1.278 -2.784
F 1.733 -0.936 2.570
F 3.583 0.108 2.246
F 0.984 2.882 0.925
F 1.582 0.818 0.404
F 2.674 2.409 2.557
F 0.954 1.878 3.690
F 2.748 0.106 4.192
O 3.620 1.483 -2.255
O -0.081 -6.558 1.482
O -1.445 2.304 2.080
O -4.363 -2.148 3.921
O -1.735 -2.493 1.822
O -5.024 3.424 0.965
O 0.265 -2.623 -2.462
O -4.464 0.985 0.048
O -0.099 -1.661 0.241
O -6.892 0.277 -1.222
O 6.850 4.090 -1.663
O -0.289 -1.205 -4.412
O -1.880 -3.299 -0.595
O -0.936 0.115 2.419
O 0.846 -0.191 -2.305
O -4.391 -2.636 6.106
N 6.911 3.689 0.577
N 1.726 -6.623 0.096
N -1.651 0.796 -0.136
C 0.554 3.003 -3.346
C 4.266 0.249 -2.509
C -4.436 4.713 -1.157
C -0.124 2.872 -1.941
C 1.868 -8.065 0.225
C -4.033 -0.079 2.650
C -3.982 -0.361 0.018
C 7.670 3.704 1.812
C 5.520 0.064 -1.630
C -3.978 -2.892 5.045
C 1.685 1.492 2.657
C -1.616 2.477 -2.108
C -4.418 -0.932 1.407
C -6.434 -0.704 -0.818
C 2.657 -5.893 -0.743
C -2.443 -0.496 -0.290
C -3.881 1.924 -0.841
C -2.992 -4.043 4.750
C -4.943 -1.132 -0.972
C 0.733 -6.009 0.763
C 2.093 3.217 -3.079
C -3.545 -0.973 3.829
C -2.299 2.014 -0.788
C 0.931 1.598 1.256
C 7.442 4.084 -0.600
C 2.422 0.128 2.902
C 5.533 3.235 0.598
C 2.928 1.943 -3.410
B -4.477 3.370 -0.319
H -2.002 -3.581 4.610
H -4.940 0.395 3.070
H 2.711 -8.413 -0.369
H -3.970 4.649 -2.149
H 8.492 4.411 -0.515
H -2.371 -3.227 1.902
H 4.883 4.037 0.243
H -3.741 -0.382 4.747
H -5.486 5.051 -1.278
H -0.828 0.630 -0.764
H -1.725 1.808 -2.971
H 0.954 -8.551 -0.116
H -2.962 -2.046 -2.513
H -3.364 0.769 2.464
H 0.539 -1.638 -4.693
H 2.593 -6.269 -1.767
H 7.177 4.358 2.534
H 0.378 2.110 -3.967
H 8.681 4.067 1.637
H -3.039 -4.737 5.597
H 0.716 -4.913 0.598
H 4.566 0.135 -3.571
H -0.068 3.854 -1.441
H 5.421 2.380 -0.070
H 2.202 3.445 -2.003
H 5.268 -0.079 -0.566
H 1.548 -0.660 -1.814
H -1.077 -3.850 -0.495
H 5.998 -0.870 -1.984
H 2.425 -4.829 -0.741
H -2.149 3.404 -2.382
H 2.027 -8.322 1.273
H 3.696 2.259 -4.145
H 3.592 -0.612 -2.289
H 7.721 2.692 2.220
H -3.331 -4.514 3.811
H -3.968 5.484 -0.510
H -5.696 2.443 -2.514
H 0.490 2.161 -1.359
H 2.286 1.170 -3.873
H 5.241 2.949 1.607
H 3.673 -6.038 -0.369
H -4.175 -2.006 1.498
H -2.461 -1.169 3.810
H 0.119 3.899 -3.823
H -5.520 -0.971 1.479
H -4.807 -0.936 -2.046
H -4.343 3.834 1.527
H -2.126 2.928 -0.187
H 6.249 0.873 -1.796
H -4.887 -2.206 -0.715
H 2.458 4.103 -3.619
*
```

Properties
Kohn-Sham gap = 6.6 eV

# 4
Computed, not measured: a structure of composition C28H52BiOP2 in a non-equilibrium geometry, with ωB97M-V with the def2-TZVPD basis set.

```
! wB97M-V def2-TZVPD RIJCOSX def2/J DEFGRID3
* xyz 1 1
Bi -2.240 0.895 -0.334
P -1.294 2.001 -7.180
P -1.211 -0.875 -6.267
O -2.707 -0.872 0.834
C 0.443 2.018 -7.833
C -0.863 1.085 1.912
C 1.617 2.525 -0.501
C 1.090 0.427 0.889
C 0.386 -0.920 -3.091
C 2.407 -0.219 0.666
C 0.314 -2.458 -3.156
C -1.924 0.773 -8.456
C -4.877 -1.963 0.794
C 1.406 -3.174 -0.945
C -2.718 -3.271 0.916
C -3.458 -1.949 2.866
C -0.461 2.127 0.978
C 2.849 -3.139 -1.302
C -1.948 1.266 2.916
C -1.866 3.450 -8.190
C 0.133 0.070 1.869
C 0.031 -2.209 -6.615
C 0.186 -1.137 2.728
C -1.513 -0.643 -8.125
C 2.915 -0.998 -2.663
C 0.372 -3.120 -1.796
C -3.450 -1.995 1.334
C 0.738 1.684 0.349
C 3.213 -2.486 -2.671
C 1.784 -0.365 -3.032
C -2.731 -1.862 -5.952
C -1.073 3.489 0.975
H 2.807 -3.069 -3.526
H -1.457 4.375 -7.765
H -1.540 1.069 -9.442
H 2.494 -0.581 -0.364
H -5.389 -1.067 1.158
H 0.450 1.969 -8.931
H -2.952 1.319 2.461
H -1.808 2.212 3.478
H -4.025 -1.088 3.235
H -2.298 -1.345 -8.438
H 0.539 -2.515 -5.695
H -0.592 -0.887 -8.672
H -3.912 -2.854 3.291
H -2.766 -2.739 -6.612
H 1.058 -2.878 -3.840
H -1.992 0.465 3.678
H -3.017 0.859 -8.447
H -2.114 3.480 0.584
H -2.726 -2.180 -4.903
H 1.834 0.717 -3.244
H 3.188 -4.187 -1.345
H 1.993 1.963 -1.371
H 2.504 2.841 0.079
H -0.118 -0.517 -3.982
H -2.435 -1.879 3.241
H -1.661 -3.185 1.180
H 1.202 -1.551 2.820
H 0.789 -1.815 -7.311
H -0.476 -3.075 -7.073
H 3.229 0.507 0.807
H -0.446 -1.936 2.310
H -4.870 -1.951 -0.299
H -1.109 3.934 1.992
H -3.136 -4.151 1.424
H 1.232 -3.288 0.139
H -0.672 -2.710 -3.589
H -2.961 3.498 -8.137
H 3.797 -0.381 -2.382
H -5.459 -2.833 1.123
H -0.159 -0.903 3.744
H 3.415 -2.653 -0.496
H 2.564 -1.082 1.325
H -3.610 -1.224 -6.121
H 1.104 3.425 -0.866
H -2.787 -3.442 -0.163
H 1.020 1.184 -7.423
H -0.200 -0.585 -2.214
H 4.303 -2.599 -2.828
H -0.488 4.191 0.354
H -1.554 3.340 -9.240
H -0.596 -3.568 -1.488
H 0.925 2.948 -7.510
*
```

Properties
Kohn-Sham gap = 3.9 eV
energy above the lowest of the compared OMol25 structures with the same formula, charge and spin = 0.0 kJ/mol

# 5
Computed, not measured: a structure of composition C28H52N2O2RuSi2 in a non-equilibrium geometry, with ωB97M-V with the def2-TZVPD basis set.

```
! wB97M-V def2-TZVPD RIJCOSX def2/J DEFGRID3
* xyz 1 6
Ru 0.327 0.051 2.229
Si -2.506 1.933 -2.549
Si 0.910 -2.126 3.134
O 1.968 -1.596 -5.336
O 2.623 -0.133 0.773
N -1.595 0.271 2.974
N -1.860 1.370 3.693
C 2.569 0.453 -6.542
C -0.997 2.386 3.387
C -3.152 2.193 -0.781
C 0.000 2.078 2.426
C -3.687 -0.401 4.030
C 3.750 1.947 1.361
C 3.139 1.112 0.257
C 0.930 -2.346 -4.681
C -2.784 -0.524 2.948
C 0.073 -2.076 1.335
C 1.516 -0.304 -5.745
C -1.846 3.577 -3.191
C 3.775 -1.087 -1.281
C -5.002 -2.235 3.144
C -1.083 3.697 3.955
C 1.510 -3.604 -4.039
C -0.326 -2.791 4.363
C 0.637 4.423 2.445
C -3.837 1.232 -3.677
C -4.778 -1.272 4.140
C 2.986 -1.284 -0.002
C -0.240 4.698 3.500
C 0.732 3.129 1.889
C -1.163 0.632 -2.514
C 1.609 -0.368 3.648
C 2.378 -3.280 3.001
C -3.111 -1.384 1.887
C -4.187 -2.266 2.009
H -2.513 -1.332 0.971
H -2.335 2.527 -0.120
H -3.553 1.254 -0.369
H 0.144 -2.634 -5.411
H -3.953 2.941 -0.741
H -1.306 -2.934 3.892
H 2.176 1.438 -6.792
H -0.831 0.320 -3.507
H -1.594 -0.220 -2.033
H -4.336 1.990 -4.292
H 0.783 -2.674 0.747
H -0.232 5.711 3.940
H 2.334 1.624 -0.291
H 2.145 -4.171 -4.730
H -3.489 0.369 4.767
H 3.487 0.618 -5.970
H 1.301 5.193 2.054
H -0.277 1.006 -1.981
H 1.374 2.906 1.043
H -5.438 -1.196 5.008
H 4.636 1.432 1.753
H 3.244 -2.852 3.520
H 0.035 -3.758 4.744
H 4.794 -0.732 -1.097
H 3.883 -2.067 -1.751
H 3.264 -0.437 -1.997
H -2.638 4.213 -3.609
H 2.116 -4.238 3.474
H 0.695 -4.259 -3.712
H 2.066 -1.825 -0.257
H 1.448 -0.131 4.731
H 1.286 0.296 -4.842
H -0.882 -2.611 1.442
H -1.372 4.143 -2.375
H 3.065 2.141 2.189
H -0.437 -2.101 5.207
H -1.790 3.855 4.777
H 3.560 -1.918 0.681
H 3.933 0.895 -0.472
H -4.619 0.711 -3.108
H 2.650 -3.471 1.957
H 2.722 -0.290 3.499
H 2.822 -0.045 -7.478
H 0.590 -0.398 -6.344
H 4.084 2.907 0.952
H -3.382 0.499 -4.359
H -4.405 -2.992 1.214
H 0.456 -1.726 -3.895
H -1.098 3.406 -3.978
H -5.837 -2.944 3.254
H 2.092 -3.345 -3.145
H -0.141 -1.198 0.650
*
```

Properties
Kohn-Sham gap (alpha / beta) = 5.7 / 3.1 eV
energy above the lowest of the compared OMol25 structures with the same formula, charge and spin = 147.2 kJ/mol
⟨S²⟩ = 8.814